145
Properties=species:S:1:pos:R:3:forces:R:3:mulliken_spin:R:1 method="wB97M-V/def2-TZVPD" total_charge=+1 s_squared=2.01 homo_energy_ha="-0.33824 / -0.37844" lumo_ev="-3.5 / -3.5" spin_multiplicity=3
C 3.0122 3.5377 2.2954 -0.03 -0.05 0.11 0.00
O 3.6975 2.6486 3.1400 0.31 -0.12 -0.12 0.00
C 2.9324 1.9399 4.0914 0.09 0.13 0.11 0.00
C 2.6976 0.5097 3.6617 0.01 -0.07 -0.18 0.00
C 2.1924 0.3299 2.2348 0.20 -0.05 0.03 -0.03
C 1.6426 -1.0686 1.9846 -0.28 0.06 0.05 0.00
C 0.1562 -1.2784 2.3344 0.13 -0.14 0.21 0.00
C -0.5837 -2.1441 1.3145 -0.30 0.08 0.12 0.00
C -1.7801 -2.9752 1.8183 -0.05 0.36 0.15 0.00
C -3.1156 -2.5204 1.2383 0.03 -0.14 0.15 0.00
C -3.5896 -1.1658 1.7747 -0.02 0.16 -0.36 0.00
C -5.1094 -1.0782 1.9949 0.48 -0.05 -0.10 0.00
C -5.5591 -0.2963 3.2446 -0.79 0.32 0.35 0.00
C -5.6494 -1.0736 4.5879 0.00 -0.30 -0.13 0.00
C -5.7214 -2.5925 4.4774 0.09 -0.15 0.30 0.00
C -5.1977 -3.2744 5.7395 0.11 0.01 -0.28 0.00
S -4.9620 -5.0489 5.4759 0.09 -0.24 -0.09 0.00
C -6.9673 0.0323 2.9434 -0.22 0.62 -0.14 0.00
N -7.1713 1.2638 2.6598 0.48 -0.32 0.23 0.00
C -5.9147 2.1224 2.6520 -0.82 -0.71 0.21 0.00
C -5.6064 2.3901 1.1676 0.29 0.22 0.09 0.00
C -4.7962 3.6391 0.8204 -0.01 -0.33 0.29 0.00
C -3.3734 3.5498 1.3176 0.11 -0.20 -0.03 0.00
O -2.6376 4.6143 0.7904 -0.20 0.23 -0.20 0.00
C -1.2595 4.5066 1.0379 0.07 0.00 0.06 0.00
C -6.3323 3.3385 3.4751 0.27 0.09 0.01 0.00
O -5.2724 4.2329 3.6103 0.06 -0.02 -0.21 0.00
C -5.6724 5.5517 3.9420 0.18 -0.01 0.03 0.00
C -4.9265 1.1323 3.3341 1.22 0.20 -0.44 0.00
C -4.3527 1.6012 4.6766 -0.31 -0.30 0.25 0.00
C -2.8538 1.3661 4.8891 0.22 0.32 0.47 0.00
O -2.3548 2.5098 5.5607 -0.64 -0.14 0.02 0.00
C -2.5314 0.1523 5.7659 -0.01 -1.04 0.76 0.00
F -2.7960 -1.0348 5.0670 0.85 1.46 0.99 0.00
F -3.3473 0.1217 6.8953 1.55 -0.10 -1.50 0.00
F -1.2128 0.1360 6.1544 -2.11 -0.18 -0.51 0.00
H 3.4902 3.5205 1.3218 0.12 0.02 -0.17 0.00
H 3.0564 4.5489 2.6943 -0.04 0.25 0.05 0.00
H 1.9678 3.2592 2.1625 -0.18 -0.06 -0.01 0.00
H 2.0026 2.4680 4.3104 -0.26 0.09 -0.12 0.00
H 3.5108 1.9427 5.0123 0.04 0.02 0.20 0.00
H 2.0242 0.0152 4.3568 -0.19 0.00 0.30 0.00
H 3.6536 -0.0063 3.7357 0.09 -0.20 0.04 0.00
H 1.4504 1.0851 1.9740 -0.20 0.08 -0.01 0.00
H 3.0413 0.4891 1.5743 0.02 0.13 -0.18 0.02
H 1.7998 -1.3342 0.9433 0.06 -0.04 -0.18 0.00
H 2.2225 -1.7618 2.5892 0.22 -0.25 -0.14 0.00
H -0.3291 -0.3065 2.4251 -0.19 0.18 0.07 0.00
H 0.0751 -1.7672 3.3021 0.00 0.05 0.29 0.00
H -0.9747 -1.4811 0.5448 0.27 -0.01 -0.44 0.00
H 0.1438 -2.8118 0.8699 0.10 -0.11 -0.27 0.00
H -1.6386 -4.0235 1.5788 0.06 -0.18 -0.06 0.00
H -1.8581 -2.9122 2.9037 0.10 -0.07 0.22 0.00
H -3.8726 -3.2699 1.4600 -0.09 -0.19 0.00 0.00
H -3.0195 -2.4714 0.1562 -0.14 -0.07 -0.20 0.00
H -3.3363 -0.4067 1.0353 0.20 0.21 0.04 0.00
H -3.0353 -0.9015 2.6696 -0.01 -0.11 0.32 0.00
H -5.5449 -0.5970 1.1208 -0.12 0.06 -0.16 0.00
H -5.5394 -2.0720 2.0198 -0.13 -0.13 0.02 0.00
H -6.5454 -0.7281 5.1071 -0.08 0.13 0.21 0.00
H -4.8342 -0.8220 5.2453 0.07 0.08 -0.09 0.00
H -5.1204 -2.9595 3.6528 0.11 -0.03 -0.11 0.00
H -6.7402 -2.9357 4.3155 -0.17 -0.07 -0.25 0.00
H -4.2070 -2.8953 5.9667 0.03 0.21 0.19 0.00
H -5.8525 -3.1064 6.5844 -0.01 0.04 0.23 0.00
H -5.9373 -5.4930 6.2626 -0.20 -0.06 0.10 0.00
H -7.7693 -0.6938 2.9575 -0.16 -0.01 -0.07 0.00
H -8.0805 1.6531 2.4563 -0.19 0.00 -0.17 0.00
H -6.5477 2.4222 0.6248 -0.17 0.07 -0.11 0.00
H -5.0379 1.5451 0.7849 -0.15 -0.31 -0.08 0.00
H -5.2838 4.5176 1.2240 0.00 0.31 -0.16 0.00
H -4.7504 3.6939 -0.2621 -0.13 0.21 -0.20 0.00
H -2.9414 2.5937 0.9865 0.10 -0.11 -0.08 0.00
H -3.3404 3.5602 2.4080 0.05 0.03 0.26 0.00
H -1.0471 4.5311 2.1074 0.05 -0.01 0.22 0.00
H -0.7688 5.3486 0.5667 0.03 0.14 -0.07 0.00
H -0.8535 3.5852 0.6182 0.06 -0.18 -0.07 0.00
H -7.1800 3.8162 2.9757 -0.18 0.12 -0.08 0.00
H -6.6601 2.9835 4.4554 -0.23 0.01 0.19 0.00
H -6.0228 5.6080 4.9684 -0.18 0.01 0.19 0.00
H -4.7985 6.1822 3.8359 0.13 0.06 -0.01 0.00
H -6.4421 5.8989 3.2575 -0.20 0.10 -0.09 0.00
H -4.0647 1.1058 2.6715 0.08 0.02 -0.14 0.00
H -4.4556 2.6762 4.7484 0.11 0.10 -0.02 0.00
H -4.8939 1.1919 5.5231 -0.17 0.01 0.12 0.00
H -2.3335 1.2294 3.9443 0.08 -0.19 -0.24 0.00
H -1.4649 2.6855 5.2750 0.64 0.04 -0.03 0.00
C 7.2824 -0.4690 -3.0630 0.00 -0.04 0.13 0.01
C 5.8646 -0.5089 -2.4527 0.52 -0.30 -0.37 0.01
C 5.1746 0.8435 -2.6131 -0.18 0.27 0.15 0.03
C 5.7334 1.9299 -1.6945 0.03 -0.10 0.03 -0.02
C 5.7439 1.4641 -0.2390 -0.23 0.18 -0.17 0.03
C 6.4611 0.1304 -0.0379 0.61 -0.13 0.16 0.00
N 5.9035 -0.8748 -0.9999 -1.08 0.63 0.26 0.42
O 4.7908 -1.3770 -0.5770 0.50 -0.13 -0.19 0.50
C 7.9781 0.3044 -0.2050 -0.05 -0.06 -0.10 0.02
C 6.2168 -0.3864 1.3710 -0.09 0.00 0.19 -0.01
C 5.0784 -1.5821 -3.1849 -0.20 -0.14 -0.13 0.00
H 7.7352 0.5208 -3.0395 -0.02 -0.01 0.04 0.00
H 7.9486 -1.1634 -2.5531 0.00 -0.03 -0.01 -0.01
H 7.2359 -0.7688 -4.1080 -0.08 0.00 -0.05 0.00
H 4.1072 0.7187 -2.4044 0.01 -0.07 0.03 0.00
H 5.2590 1.1439 -3.6590 -0.01 0.01 -0.05 0.00
H 6.7387 2.2218 -2.0077 0.02 -0.03 0.00 0.00
H 5.1189 2.8277 -1.7832 0.01 0.03 -0.01 0.00
H 6.2217 2.2088 0.4005 0.01 0.03 0.04 0.00
H 4.7105 1.3641 0.1116 0.02 -0.08 -0.01 0.01
H 8.4788 -0.6634 -0.1866 0.01 -0.02 0.01 -0.01
H 8.3582 0.8969 0.6262 -0.04 0.00 0.07 0.00
H 8.2647 0.8189 -1.1173 -0.03 -0.01 0.02 0.00
H 5.1557 -0.4536 1.6012 0.04 -0.02 -0.04 0.01
H 6.6781 0.3019 2.0779 0.04 0.04 0.04 0.00
H 6.6596 -1.3734 1.5067 0.01 -0.01 -0.02 0.00
H 5.5315 -2.5642 -3.0430 0.03 0.00 0.02 0.00
H 5.0748 -1.3539 -4.2494 0.01 0.01 -0.06 0.00
H 4.0434 -1.6334 -2.8563 0.04 0.01 0.07 0.01
C 0.0428 -2.7187 -7.1450 0.12 -0.04 0.05 0.02
C 1.1289 -1.6248 -7.0591 -0.48 -0.35 0.26 0.00
C 1.2020 -0.8357 -8.3647 0.16 0.13 -0.25 0.03
C 1.8289 -1.6178 -9.5178 0.01 -0.06 0.09 -0.02
C 3.1910 -2.1823 -9.1167 -0.06 0.29 -0.15 0.03
C 3.1478 -3.0076 -7.8327 -0.05 -0.64 0.10 0.01
N 2.4755 -2.2071 -6.7603 0.54 0.97 -0.49 0.40
O 3.2745 -1.3523 -6.2114 -0.34 -0.50 0.08 0.54
C 2.4365 -4.3471 -8.0774 -0.09 0.08 0.08 0.01
C 4.5575 -3.3229 -7.3593 0.20 0.03 0.00 -0.02
C 0.7678 -0.6969 -5.9100 -0.03 0.19 0.09 -0.01
H -0.1222 -3.0819 -8.1574 0.05 0.00 0.01 0.00
H 0.2919 -3.5690 -6.5117 -0.01 0.00 0.03 -0.01
H -0.9077 -2.3186 -6.7961 -0.01 0.09 0.00 0.00
H 1.7897 0.0715 -8.1948 0.03 -0.03 0.07 0.00
H 0.1909 -0.5155 -8.6250 -0.04 0.02 -0.01 0.00
H 1.1643 -2.4202 -9.8477 -0.01 -0.02 0.03 0.00
H 1.9507 -0.9563 -10.3763 -0.01 0.00 -0.03 0.00
H 3.5953 -2.8097 -9.9128 0.02 -0.02 -0.04 0.00
H 3.8926 -1.3540 -8.9796 -0.01 0.00 0.08 0.00
H 2.2915 -4.8816 -7.1386 0.01 -0.02 0.02 -0.01
H 3.0605 -4.9631 -8.7230 0.08 0.01 0.00 0.00
H 1.4724 -4.2517 -8.5686 0.03 0.02 0.01 0.00
H 5.1593 -2.4251 -7.2451 -0.05 0.01 0.02 0.00
H 5.0355 -3.9650 -8.0975 0.02 -0.06 -0.04 0.00
H 4.5399 -3.8473 -6.4034 -0.02 -0.01 0.01 0.00
H 0.7608 -1.2359 -4.9617 0.00 -0.03 0.00 0.00
H -0.2291 -0.2976 -6.0926 -0.08 0.01 0.00 0.00
H 1.4619 0.1351 -5.8249 0.03 -0.05 0.00 0.00